No. 1
{"formula": "C4H6NO5", "method": "ωB97M-V with the def2-TZVPD basis set", "charge": -1, "smiles": "C[C@H](/C=[N+](/[O-])O)OC(=O)[O-]", "molar_mass_g_mol": 148.1, "total_energy_ev": -15971.2069, "spin_multiplicity": 1, "lumo_energy_ev": 3.71, "species": ["C", "C", "C", "N", "O", "O", "O", "C", "O", "O", "H", "H", "H", "H", "H", "H"], "coordinates": [[1.79116, -0.69638, 0.24809], [0.42209, -0.39463, -0.37468], [0.26681, 1.03876, -0.65886], [-0.24791, 1.91751, 0.13853], [-0.50472, 3.12168, 0.02051], [-0.61487, 1.41837, 1.45145], [-0.51938, -0.90906, 0.54293], [-1.90457, -1.34810, -0.15827], [-1.79442, -1.44998, -1.38362], [-2.84563, -1.36928, 0.61552], [2.43139, -1.07711, -0.52096], [2.23802, 0.28914, 0.70740], [1.60504, -1.42607, 0.99146], [0.14832, -0.89678, -1.28555], [0.54447, 1.26354, -1.71772], [-1.01581, 0.51840, 1.38377]], "forces_ev_per_a": [[0.40, 2.56, -0.28], [-0.47, -0.74, 1.80], [-0.15, 0.85, -1.56], [-0.74, -0.88, 1.11], [0.44, -0.11, -0.48], [0.25, 1.25, -0.22], [-2.02, -0.65, -0.22], [-0.02, 1.09, -0.90], [0.27, -0.34, 0.78], [0.96, -0.26, 0.38], [0.80, -0.20, -0.26], [-0.71, -2.05, -0.74], [0.18, -0.70, 0.83], [0.69, -0.37, -0.74], [-0.46, 0.76, 1.26], [0.57, -0.19, -0.76]], "mulliken_charge": [-1.1608, 0.4814, -0.6220, 0.7648, -0.7634, -0.5167, -0.6450, 0.6446, -0.6741, -0.6520, 0.3231, 0.2365, 0.3234, 0.4933, 0.3464, 0.4206]}

No. 2
{"formula": "C4H6NS", "method": "ωB97M-V with the def2-TZVPD basis set", "charge": 1, "molar_mass_g_mol": 100.2, "total_energy_ev": -16557.7337, "spin_multiplicity": 3, "lumo_energy_ev": [-4.78, -7.30], "s2": 2.015, "species": ["C", "C", "C", "C", "N", "S", "H", "H", "H", "H", "H", "H"], "coordinates": [[1.50213, 1.26694, 0.16969], [1.11715, -1.25422, -0.31419], [-1.50694, -0.24406, 0.43812], [-0.58314, 0.38741, -0.44646], [0.31625, 1.28627, -0.25556], [2.35322, -0.34898, 0.18845], [1.93610, 2.20512, 0.47708], [1.05376, -2.37099, -0.54274], [-1.41150, -1.32638, 0.36507], [-2.39106, 0.01275, -0.02832], [-1.63030, 0.09378, 1.53482], [-0.75567, 0.29236, -1.58596]], "forces_ev_per_a": [[0.22, -0.76, -0.04], [-0.66, -3.15, -0.70], [0.04, -0.05, 3.33], [1.05, 0.79, -3.79], [-0.02, -0.60, 1.21], [0.74, 2.63, 0.66], [0.76, -0.13, 0.01], [-0.18, 1.90, 0.23], [-0.07, -0.08, 0.01], [-2.58, 0.15, -0.86], [0.92, -0.46, -1.78], [-0.21, -0.25, 1.73]], "mulliken_spin": [0.0735, 1.4181, 0.0214, 0.0818, 0.1584, 0.1958, 0.0086, 0.0180, -0.0038, 0.0192, -0.0009, 0.0101]}

No. 3
{"formula": "C4H6NaO3", "method": "ωB97M-V with the def2-TZVPD basis set", "charge": 1, "molar_mass_g_mol": 125.1, "total_energy_ev": -14796.5498, "spin_multiplicity": 1, "lumo_energy_ev": -4.49, "species": ["H", "O", "O", "O", "C", "C", "C", "H", "Na", "H", "C", "H", "H", "H"], "coordinates": [[1.40931, 0.76571, -0.34068], [-0.34414, 1.11100, -1.52045], [-0.78883, -1.05819, -1.51951], [-1.79290, 0.30091, -3.03830], [0.37391, 0.43553, -0.37264], [-0.06519, -0.84576, -0.38797], [-0.87538, 0.17601, -2.26617], [-0.17359, -1.55264, 0.43055], [-3.99426, 0.26113, -3.19741], [0.46194, 0.68534, 1.84401], [1.26656, 0.06399, 2.42743], [1.96469, 0.80787, 2.82818], [0.69794, -0.45397, 3.20971], [1.85994, -0.69693, 1.90325]], "forces_ev_per_a": [[-0.58, 0.61, 1.11], [2.44, -1.16, -0.11], [-0.37, 0.69, -1.03], [0.54, 0.03, -1.23], [-0.17, 0.03, -2.33], [-0.46, 1.35, -0.33], [-2.49, -1.25, 4.08], [0.73, -0.24, -0.57], [0.23, 0.00, -0.11], [1.78, -1.50, 0.82], [-1.38, 1.13, -0.20], [-0.22, -0.32, 0.22], [0.40, 0.27, 0.10], [-0.44, 0.38, -0.39]], "mulliken_charge": [0.3509, -0.2624, -0.2993, -0.6658, -0.3401, 0.1226, 0.5770, 0.4063, 1.0278, 0.2127, -0.9963, 0.3125, 0.3048, 0.2492]}

- What is the formula in the third record?
  C4H6NaO3

What did the second record say?
{"formula": "C4H6NS", "method": "ωB97M-V with the def2-TZVPD basis set", "charge": 1, "molar_mass_g_mol": 100.2, "total_energy_ev": -16557.7337, "spin_multiplicity": 3, "lumo_energy_ev": [-4.78, -7.30], "s2": 2.015, "species": ["C", "C", "C", "C", "N", "S", "H", "H", "H", "H", "H", "H"], "coordinates": [[1.50213, 1.26694, 0.16969], [1.11715, -1.25422, -0.31419], [-1.50694, -0.24406, 0.43812], [-0.58314, 0.38741, -0.44646], [0.31625, 1.28627, -0.25556], [2.35322, -0.34898, 0.18845], [1.93610, 2.20512, 0.47708], [1.05376, -2.37099, -0.54274], [-1.41150, -1.32638, 0.36507], [-2.39106, 0.01275, -0.02832], [-1.63030, 0.09378, 1.53482], [-0.75567, 0.29236, -1.58596]], "forces_ev_per_a": [[0.22, -0.76, -0.04], [-0.66, -3.15, -0.70], [0.04, -0.05, 3.33], [1.05, 0.79, -3.79], [-0.02, -0.60, 1.21], [0.74, 2.63, 0.66], [0.76, -0.13, 0.01], [-0.18, 1.90, 0.23], [-0.07, -0.08, 0.01], [-2.58, 0.15, -0.86], [0.92, -0.46, -1.78], [-0.21, -0.25, 1.73]], "mulliken_spin": [0.0735, 1.4181, 0.0214, 0.0818, 0.1584, 0.1958, 0.0086, 0.0180, -0.0038, 0.0192, -0.0009, 0.0101]}